Run A
16
Properties=species:S:1:pos:R:3:lowdin_charge:R:1 method="wB97M-V/def2-TZVPD" homo_ev=-14.21 total_charge=+1
S 0.44374 -1.52721 1.54567 0.997
O 1.99997 0.25836 -1.94488 -0.082
N -0.91275 0.09748 -0.28930 -0.009
C -0.90335 0.80079 -1.58794 0.001
C -0.02136 -0.73840 0.09812 -0.455
C -0.33596 -0.68714 3.06872 -0.287
H 0.06824 1.27403 -1.73665 0.082
H -0.29496 0.40786 2.78694 0.055
H 1.74071 0.77076 -2.75677 0.081
H 0.26357 -0.93487 3.92213 0.032
H -1.67348 1.45854 -1.64915 0.073
H 2.94315 0.02510 -2.02966 0.075
H -1.41903 -0.79736 3.29584 0.059
H 0.68697 -0.94848 -0.71416 0.083
H -0.86882 0.09807 -2.35005 0.086
H -1.71663 0.44247 0.34114 0.208

***

Run B
16
Properties=species:S:1:pos:R:3:lowdin_charge:R:1 method="wB97M-V/def2-TZVPD" smiles=[NH3+][C@H](CO)CS homo_ev=-13.62 total_charge=+1
S -2.16789 0.78412 1.57593 0.782
O 1.89402 -1.00089 -0.95317 -0.036
N 0.88924 0.44936 1.01579 0.217
C -0.08696 -0.29228 0.05370 -0.324
C 0.65752 -0.39694 -1.25437 -0.218
C -1.39149 0.44058 -0.02583 -0.520
H 0.48292 1.34429 1.30268 0.139
H 1.80382 0.55395 0.56595 0.159
H 1.00115 -0.05132 1.89892 0.170
H 2.44672 -1.08676 -1.73682 0.119
H 0.11682 -0.97199 -2.01609 0.149
H 0.71823 0.61915 -1.66487 0.140
H -2.70135 -0.40068 1.81956 -0.126
H -2.08789 -0.15684 -0.60773 0.098
H -1.37801 1.40508 -0.54673 0.095
H -0.19684 -1.23884 0.57309 0.155

***

Run C
16
Properties=species:S:1:pos:R:3:lowdin_charge:R:1 method="wB97M-V/def2-TZVPD" smiles=[NH3+][C@H](CO)CS homo_ev=-13.46 total_charge=+1
S -0.23072 2.23508 -0.72768 0.748
O 0.39084 -2.74454 0.35323 -0.043
N -1.18117 -0.69255 -0.37513 0.223
C 0.67367 -1.48568 0.95737 -0.198
C 0.27822 -0.39412 -0.01879 -0.344
C 0.38247 1.02280 0.52831 -0.465
H -1.85607 -0.16781 0.18773 0.174
H 1.41456 1.19969 0.79136 0.098
H -0.35758 1.17198 1.31332 0.076
H 1.71777 -1.36459 1.19500 0.139
H 1.22773 -3.19241 0.17564 0.115
H 0.92348 2.87420 -0.94844 -0.122
H -1.34128 -1.70325 -0.39487 0.164
H 0.08742 -1.43223 1.87845 0.143
H -1.37621 -0.39086 -1.30228 0.135
H 0.82186 -0.50582 -0.95729 0.157

***

Which structure is most stable? run B, by 0.0046 hartree over the runner-up.

***

Run A
9
Properties=species:S:1:pos:R:3:lowdin_charge:R:1 method="wB97M-V/def2-TZVPD" homo_ev=-10.26
Cl -4.06241 -0.07642 0.12556 0.224
P 1.53482 0.40390 0.17722 0.491
O 2.95556 0.59656 0.47634 -0.327
N 0.43617 1.30764 -0.38902 -0.212
N 0.86419 -1.12211 0.42035 -0.101
H 0.94418 2.10572 -0.88039 0.021
H -4.15048 0.03216 -1.17290 -0.228
H 1.58274 -1.80200 0.73110 0.063
H -0.10478 -1.44545 0.51177 0.068

***

Run B
9
Properties=species:S:1:pos:R:3:lowdin_charge:R:1 method="wB97M-V/def2-TZVPD" homo_ev="-9.18 / -9.18"
Cl -0.29779 -1.64077 -2.43198 -0.446
P 0.37233 -0.93069 0.47518 0.554
O 0.49784 -1.86345 1.54088 -0.241
N 1.44960 0.27392 0.06899 -0.007
N -1.10759 -0.29444 0.31895 -0.109
H -1.98108 -0.89912 0.05486 0.134
H -1.01411 0.57870 -0.16512 0.040
H 1.55132 0.60099 -0.82997 0.035
H 2.32063 0.04488 0.41784 0.039

***

Which structure is most stable? run A, by 0.0152 hartree over the runner-up.

***

Run A
42
Properties=species:S:1:pos:R:3:lowdin_charge:R:1 method="wB97M-V/def2-TZVPD" smiles="CCN(CC)C(=O)CC[C@@](O)(C(N)=O)c1ccccc1" homo_ev=-8.96
O -1.03936 -1.23585 1.23622 0.041
O 0.96697 3.75210 0.05255 0.061
O 1.14211 0.51960 3.53789 -0.014
N -1.32582 -0.80446 3.36713 0.182
N -0.53325 2.59704 -1.19137 -0.054
C 0.90034 -0.20792 2.28959 -0.353
C 3.52546 -2.92293 3.07143 -0.075
C 0.18642 2.83822 -0.02567 -0.454
C 3.96249 -3.29925 1.79924 -0.089
C 0.03646 2.01761 1.26949 -0.077
C -3.02087 2.37858 -1.12331 -0.071
C -1.67475 1.63546 -1.27143 -0.197
C 1.08596 2.81857 -3.02599 -0.094
C 3.32544 -2.79758 0.65976 -0.074
C 2.54548 -1.93489 3.21640 -0.027
C 1.96481 -1.30641 2.10304 -0.125
C 1.00628 0.83920 1.18321 -0.119
C -0.51418 -0.83654 2.28216 -0.443
C -0.20218 3.32112 -2.45788 -0.213
C 2.34911 -1.82643 0.83743 -0.022
H 1.25148 3.32765 -3.97992 0.075
H -2.22215 -1.26812 3.22867 0.123
H 0.80430 0.39823 0.22916 0.104
H 1.88768 -1.46015 -0.07823 0.112
H 2.24477 -1.65592 4.21819 0.110
H 0.31054 2.63424 2.13847 0.128
H 1.95751 3.06333 -2.38853 0.085
H 2.03824 1.21382 1.21587 0.147
H 3.59137 -3.19054 -0.30511 0.100
H 1.01368 1.75518 -3.20946 0.071
H -0.90949 -0.77666 4.29225 0.109
H -1.02954 3.23833 -3.18909 0.122
H -0.98195 1.69974 1.40839 0.104
H -1.58378 0.86926 -0.50339 0.093
H 4.02758 -3.39446 3.89449 0.095
H 4.80822 -3.95476 1.65267 0.098
H -1.63663 1.13756 -2.24027 0.114
H -3.10851 3.01441 -1.98416 0.053
H 1.97883 0.98044 3.48870 0.103
H -2.98044 3.00113 -0.20157 0.087
H -3.85580 1.67750 -1.07007 0.073
H -0.06743 4.37002 -2.20151 0.114

***

Run B
42
Properties=species:S:1:pos:R:3:lowdin_charge:R:1 method="wB97M-V/def2-TZVPD" smiles="COc1ccc(CC(=O)NCCN2CCOCC2)cc1" homo_ev=-8.31
O -3.26028 -2.36513 -0.54752 0.067
O 1.73576 2.60752 -1.44393 -0.128
O 2.72408 -0.02067 2.64111 -0.091
N -2.55238 -0.23299 -0.30722 0.067
N -0.08204 0.59124 -2.20577 -0.174
C -1.19905 -1.24123 1.99070 -0.252
C -0.88738 -0.00822 2.55627 -0.050
C 1.46665 -0.49346 2.41742 -0.291
C 1.16447 -1.73549 1.86923 -0.021
C -2.54564 0.07751 -1.71752 -0.147
C 1.18728 2.57087 -2.74085 -0.197
C -0.15593 -2.09489 1.66015 -0.030
C 1.81707 1.31055 -0.89995 -0.186
C -1.21422 -0.27905 -2.41733 -0.164
C 0.43832 0.64856 -0.85615 -0.168
C -2.61442 -1.61682 1.66072 -0.056
C -0.20432 1.93160 -2.74249 -0.171
C 0.42332 0.36264 2.77028 -0.001
C -2.84466 -1.46979 0.15407 -0.501
C 3.81960 -0.83058 2.29024 -0.087
H 3.82917 -1.04942 1.21740 0.094
H 0.52131 -0.36256 -0.45566 0.116
H -2.11232 0.41716 0.32496 0.112
H -0.92485 -1.28359 -2.09679 0.126
H 2.49506 0.69282 -1.50789 0.129
H 1.94490 -2.42758 1.59526 0.106
H -3.31991 -0.97205 2.18789 0.124
H 0.66906 1.31779 3.20653 0.122
H 1.84493 1.99289 -3.40716 0.126
H -1.68130 0.66882 2.84144 0.118
H 1.14059 3.60643 -3.08212 0.124
H 2.22344 1.42424 0.10637 0.119
H -2.81951 -2.65458 1.92484 0.126
H -3.33568 -0.52305 -2.17480 0.120
H -2.77840 1.13608 -1.84925 0.115
H -1.39764 -0.30620 -3.49486 0.119
H -0.58203 1.87647 -3.76508 0.126
H 4.70617 -0.25330 2.54736 0.095
H 3.82360 -1.76865 2.85449 0.096
H -0.37957 -3.05680 1.22233 0.126
H -0.20048 1.24842 -0.18333 0.120
H -0.88277 2.56448 -2.14337 0.124

***

Which structure is most stable? run A, by 0.0267 hartree over the runner-up.

***

Run A
15
Properties=species:S:1:pos:R:3:lowdin_charge:R:1 method="wB97M-V/def2-TZVPD" homo_ev=-7.76
N -0.65435 0.82397 0.20636 0.019
N -1.60274 2.45388 -1.66313 -0.084
N 0.64277 -2.68123 2.06132 0.014
N 0.60980 -1.26988 0.09701 0.009
N -0.35279 1.99172 -1.81140 -0.119
C 1.21972 -2.30435 0.92471 -0.238
C 0.17217 1.18946 -0.94150 -0.289
C -0.05374 -0.29916 0.74129 -0.248
H -0.30910 -2.17899 2.47129 0.110
H 1.26592 0.77211 -0.90056 0.131
H 0.73300 -1.12286 -0.87384 0.104
H -2.18260 2.36531 -0.71755 0.122
H -1.68858 3.45786 -2.14039 0.131
H 2.29592 -2.87326 0.57168 0.176
H -0.09540 -0.32457 1.97471 0.163

***

Run B
15
Properties=species:S:1:pos:R:3:lowdin_charge:R:1 method="wB97M-V/def2-TZVPD" homo_ev=-8.64
N 1.32808 0.57594 -0.42860 -0.106
N -2.02998 0.30476 0.06720 -0.009
N 2.28572 -0.42808 0.22314 -0.080
N -0.49571 2.12566 0.26006 -0.061
N -0.91184 0.91547 -0.59965 -0.158
C -0.37981 -1.42079 -0.20380 0.009
C -1.73550 -1.05829 0.23027 -0.062
C 0.16328 -0.07767 -0.45385 -0.376
H 0.08151 -2.39124 -0.19077 0.078
H 2.90857 0.10933 0.97381 0.098
H -2.75524 0.35634 -0.57051 0.093
H -2.45386 -1.99492 0.47738 0.158
H 0.27791 1.61088 1.07974 0.124
H 2.95791 -0.84081 -0.59734 0.112
H 0.75895 2.21341 -0.26708 0.182

***

Run C
15
Properties=species:S:1:pos:R:3:lowdin_charge:R:1 method="wB97M-V/def2-TZVPD" smiles="[H]/N=C/N=C(/N)N/C=N/[H]" homo_ev=-9.22
N -0.47155 0.79039 0.51210 0.056
N -2.46481 -0.09539 -0.00462 0.110
N 1.21729 -1.60443 0.83102 0.075
N 1.38243 1.21105 -0.87817 0.073
N -0.53154 -1.15701 -0.71313 0.115
C 0.86141 -1.35595 -0.35522 -0.363
C -1.09933 -0.21804 -0.17418 -0.583
C 0.80583 1.34483 0.23508 -0.321
H 2.44107 1.50281 -0.67331 0.114
H 1.07190 2.00062 1.07712 0.120
H -2.83174 0.91649 -0.21980 0.151
H -0.99392 1.23574 1.31018 0.159
H 2.18400 -2.03598 0.87791 0.069
H 1.35025 -1.64407 -1.41336 0.142
H -2.92131 -0.89105 -0.41163 0.083

***

Run D
15
Properties=species:S:1:pos:R:3:lowdin_charge:R:1 method="wB97M-V/def2-TZVPD" homo_ev=-7.31
N -2.10153 0.47135 -0.02274 -0.034
N 0.03010 1.65022 -0.05512 0.080
N 0.00426 -0.36428 -0.25817 0.095
N 2.07429 -1.31275 0.10671 0.013
N -2.58198 -0.89158 0.13083 -0.035
C 1.37847 -0.13540 -0.16561 -0.578
C 1.39847 1.15360 -0.07807 -0.099
C -0.87997 0.59334 -0.16189 -0.512
H 2.54767 -1.13622 -1.17363 0.242
H 2.10968 1.96866 0.65212 0.187
H -3.35058 -0.77450 0.74027 0.033
H -0.36958 2.53160 0.19381 0.122
H 2.88396 -1.13987 1.25635 0.241
H -0.20702 -1.36437 -0.34704 0.147
H -2.93623 -1.24978 -0.81783 0.098

***

Which structure is most stable? run C, by 0.1140 hartree over the runner-up.

***

Run A
15
Properties=species:S:1:pos:R:3:lowdin_charge:R:1 method="wB97M-V/def2-TZVPD" homo_ev=-8.82
N 1.91636 1.82720 -0.88152 0.061
N -0.64696 0.79196 -1.05192 0.114
N 0.06459 -1.35613 1.47870 0.023
N -0.00246 -0.92972 0.29571 -0.231
N 1.39873 -0.28101 -0.02496 0.061
C -1.05345 -0.17815 -0.20785 -0.368
C 0.84546 0.93379 -0.77155 -0.351
C -2.31982 -0.41129 0.53479 -0.064
H 2.01571 -0.97535 -0.76200 0.192
H -3.32594 0.30999 0.35442 0.138
H -2.07869 -0.34780 1.71411 0.111
H 0.18815 -0.51669 2.09269 0.136
H 1.41615 2.54587 -1.45023 0.022
H -2.88679 -1.42842 0.45046 0.098
H 0.72647 -2.01974 1.55615 0.058

***

Run B
15
Properties=species:S:1:pos:R:3:lowdin_charge:R:1 method="wB97M-V/def2-TZVPD" homo_ev=-7.99
N 0.09245 -0.22793 0.39731 -0.043
N 1.06441 -2.96308 0.26427 0.175
N -0.31869 0.24638 -0.79345 -0.257
N -0.21397 -0.49560 -1.81474 0.019
N 0.43283 -1.65864 -1.60068 0.048
C 0.10063 0.56707 1.56689 -0.152
C -0.84258 1.57889 -1.07316 0.007
C 0.75344 -2.04039 -0.44978 -0.330
H 0.51061 -0.06585 2.39569 0.094
H -1.69073 1.41684 -1.78283 0.108
H -1.17075 2.06709 -0.09482 0.103
H 0.54371 1.50705 1.34752 0.054
H -0.85746 0.87714 2.08204 0.086
H 1.61694 -2.92668 1.01845 0.012
H -0.02084 2.11771 -1.46270 0.075

***

Which structure is most stable? run B, by 0.0278 hartree over the runner-up.